No. 1
The following is a DFT calculation (ωB97M-V/def2-TZVPD) of a cluster of 8 separate species, C47H96N3O23S7 in total.

```
176
Properties=species:S:1:pos:R:3:forces:R:3
C 7.175 -1.672 -5.509 0.3 0.0 0.3
C 7.072 -1.607 -3.979 0.1 0.1 -0.6
C 5.613 -1.420 -3.608 0.4 0.1 -0.4
C 5.107 0.007 -3.827 -0.6 -0.1 0.0
N 4.073 0.367 -2.870 0.4 -0.6 -0.1
C 4.528 0.434 -1.483 0.4 0.5 -0.3
C 3.295 0.771 -0.616 -0.4 0.0 -0.1
C 2.018 -0.014 -0.788 -0.5 -0.6 0.3
C 1.289 -0.090 -1.977 0.2 0.1 -0.3
C 0.122 -0.833 -2.091 0.1 -0.1 0.7
C -0.393 -1.514 -0.984 0.4 0.3 0.0
C -1.601 -2.379 -1.118 0.0 0.2 -0.1
C 0.276 -1.383 0.236 0.4 0.2 -0.2
C 1.446 -0.639 0.328 0.0 -0.1 -0.4
C 5.475 1.691 -1.403 -0.8 0.5 -0.2
C 5.652 2.224 0.026 0.4 -0.4 0.1
C 4.954 2.852 -2.277 0.9 0.5 0.4
C 5.917 4.056 -2.183 -0.4 -0.3 -0.2
C 5.343 -0.926 -1.056 0.0 0.2 1.0
C 6.836 -0.666 -0.801 0.2 -0.3 -0.1
C 7.715 -1.822 -0.294 0.5 -0.1 0.0
C 8.456 -1.475 0.993 -0.4 0.0 0.2
O 8.651 -2.089 -1.352 -0.1 0.0 0.0
C 4.753 -1.621 0.185 -0.2 -0.2 -0.2
C 3.884 -2.715 0.096 0.2 0.4 0.2
C 3.415 -3.315 1.252 0.3 0.4 0.1
C 3.811 -2.784 2.474 0.1 0.0 -0.1
N 4.620 -1.722 2.597 0.0 -0.3 -0.7
C 5.084 -1.174 1.465 -0.3 -0.4 0.2
N 5.185 -1.888 -2.223 0.1 -0.1 -0.6
O 5.780 -3.130 -1.942 0.2 0.1 0.2
H 6.881 -0.734 -5.972 -0.2 0.0 -0.1
H 6.604 -2.504 -5.914 -0.2 0.0 -0.1
H 8.217 -1.837 -5.765 0.1 0.0 -0.1
H 7.519 -2.506 -3.576 -0.1 -0.1 0.3
H 7.676 -0.760 -3.670 0.1 0.0 0.4
H 5.043 -2.061 -4.283 -0.1 -0.2 0.3
H 4.639 0.027 -4.808 0.0 0.1 -0.2
H 5.914 0.734 -3.858 0.2 0.0 0.3
H 3.321 -0.300 -2.994 -0.3 0.2 0.2
H 3.056 1.809 -0.839 0.1 0.1 -0.2
H 3.526 0.776 0.443 0.2 -0.2 0.1
H 1.636 0.451 -2.846 -0.1 0.2 -0.1
H -0.399 -0.888 -3.037 0.0 0.1 -0.1
H -1.357 -3.386 -0.793 -0.2 -0.2 0.0
H -1.936 -2.391 -2.150 -0.1 -0.2 -0.1
H -2.443 -2.024 -0.528 0.0 0.0 0.2
H -0.076 -1.879 1.131 -0.2 0.0 0.0
H 1.936 -0.555 1.289 0.0 0.0 0.0
H 6.438 1.483 -1.854 0.2 -0.3 0.2
H 6.679 2.547 0.178 0.0 0.2 0.0
H 5.453 1.484 0.795 0.0 -0.1 0.0
H 4.992 3.063 0.223 -0.1 0.1 0.0
H 4.946 2.582 -3.324 -0.5 -0.2 -0.1
H 3.982 3.190 -1.931 -0.3 -0.2 -0.4
H 6.947 3.708 -2.132 0.2 0.2 0.1
H 5.690 4.707 -1.345 0.2 0.0 0.2
H 5.809 4.653 -3.084 0.1 0.1 -0.1
H 7.319 -0.296 -1.698 0.0 0.0 -0.2
H 6.936 0.153 -0.102 -0.3 0.1 0.1
H 7.155 -2.734 -0.104 -0.3 0.0 0.0
H 8.651 -0.409 1.083 0.3 0.1 -0.1
H 9.380 -2.040 1.062 0.2 0.0 0.0
H 7.855 -1.763 1.855 -0.1 0.0 0.1
H 9.233 -2.792 -1.047 0.1 0.0 -0.1
H 3.574 -3.122 -0.854 -0.1 0.1 0.3
H 2.753 -4.165 1.206 -0.1 -0.1 0.0
H 3.450 -3.236 3.389 0.0 0.1 0.1
H 5.745 -0.334 1.616 0.1 0.1 0.0
H 4.180 -2.066 -2.307 -0.2 0.1 0.0
H 5.397 -3.765 -2.569 0.0 0.3 0.2
O 0.135 0.130 3.171 -0.1 -0.1 -0.1
S 0.677 -0.722 4.192 0.1 0.2 0.3
O 0.525 -2.143 4.063 0.0 -0.1 -0.2
O 0.142 -0.250 5.596 0.1 -0.1 0.0
C -1.292 -0.066 5.754 -0.5 0.1 0.1
C -2.050 -1.373 5.811 0.2 -0.2 -0.1
C 2.375 -0.347 4.422 -0.1 0.2 0.1
H -1.659 0.579 4.957 0.1 0.0 -0.1
H -1.404 0.479 6.686 0.2 0.0 0.0
H -2.002 -1.910 4.864 0.0 0.0 0.0
H -3.096 -1.169 6.038 0.0 0.1 0.0
H -1.637 -2.025 6.581 0.0 0.0 0.0
H 2.483 0.730 4.520 0.0 0.0 0.0
H 2.890 -0.707 3.540 0.0 0.1 0.0
H 2.750 -0.860 5.304 0.0 0.0 0.0
O 1.365 4.201 -2.668 0.0 0.0 -0.1
S 0.156 4.362 -1.912 0.0 0.0 0.2
O -1.047 4.759 -2.571 0.0 0.0 -0.1
O 0.450 5.343 -0.700 -0.1 0.0 0.1
C 1.014 6.642 -1.004 0.2 0.4 -0.1
C 0.009 7.600 -1.607 -0.1 -0.1 -0.1
C -0.139 2.913 -0.969 0.0 -0.1 0.1
H 1.883 6.511 -1.650 0.0 -0.1 0.0
H 1.369 7.015 -0.045 0.0 -0.1 0.1
H -0.319 7.270 -2.591 0.0 0.0 0.0
H 0.461 8.586 -1.710 0.0 0.0 0.1
H -0.874 7.679 -0.973 0.0 0.0 0.0
H 0.781 2.636 -0.462 0.0 0.0 0.0
H -0.434 2.136 -1.670 0.0 0.0 0.0
H -0.937 3.098 -0.255 0.0 0.0 0.0
O -3.864 -4.254 -1.581 -0.3 0.1 0.0
S -3.553 -5.643 -1.730 0.1 0.0 0.3
O -2.666 -6.000 -2.796 0.1 -0.2 -0.2
O -4.880 -6.494 -1.769 0.2 0.0 -0.1
C -5.907 -6.121 -2.728 -0.4 0.2 -0.3
C -5.559 -6.501 -4.150 0.2 0.0 0.1
C -2.917 -6.288 -0.224 0.0 0.0 0.1
H -6.111 -5.054 -2.633 0.1 0.0 0.1
H -6.793 -6.655 -2.395 0.1 -0.1 0.1
H -4.704 -5.936 -4.519 0.0 0.0 0.0
H -6.410 -6.297 -4.799 0.0 0.0 0.0
H -5.309 -7.560 -4.214 -0.1 0.0 0.0
H -3.583 -6.012 0.588 0.0 0.0 0.0
H -1.934 -5.844 -0.081 0.0 0.0 0.0
H -2.832 -7.367 -0.316 0.0 0.0 0.0
O -8.957 -2.310 -3.506 0.0 0.0 -0.1
S -9.063 -1.524 -2.314 0.1 -0.1 0.1
O -9.146 -0.100 -2.409 0.0 0.0 -0.1
O -7.868 -1.922 -1.346 0.0 0.0 0.1
C -6.526 -1.857 -1.882 0.5 0.0 -0.1
C -6.011 -0.440 -2.022 -0.2 0.1 0.0
C -10.378 -2.119 -1.311 0.0 0.0 0.0
H -6.492 -2.389 -2.834 -0.1 0.0 0.0
H -5.913 -2.411 -1.174 -0.1 -0.1 0.1
H -6.572 0.120 -2.769 0.0 0.0 0.0
H -4.964 -0.462 -2.326 0.0 -0.1 0.0
H -6.098 0.094 -1.076 0.1 0.0 0.0
H -10.293 -3.198 -1.222 0.0 0.0 0.0
H -11.302 -1.849 -1.816 0.0 0.0 0.0
H -10.322 -1.636 -0.340 0.0 0.0 0.0
O -3.430 2.031 6.616 0.1 0.0 0.0
S -4.491 2.989 6.751 -0.2 0.0 0.0
O -4.174 4.334 7.124 0.1 0.0 0.0
O -5.582 2.401 7.734 -0.1 0.0 0.0
C -5.152 1.956 9.044 0.1 -0.1 0.4
C -4.844 3.100 9.986 0.0 0.1 -0.2
C -5.468 3.022 5.295 -0.1 0.0 -0.1
H -4.299 1.286 8.930 0.0 0.0 -0.1
H -5.986 1.367 9.418 -0.1 0.0 -0.1
H -3.978 3.670 9.655 0.0 0.0 0.0
H -4.634 2.706 10.981 0.0 0.0 0.0
H -5.689 3.785 10.046 0.0 0.0 0.0
H -5.730 2.010 5.001 0.0 0.0 0.0
H -4.856 3.495 4.529 0.0 0.0 0.0
H -6.355 3.621 5.485 0.0 0.0 0.0
O -6.303 5.415 2.687 -0.1 -0.1 0.1
S -6.058 6.640 3.391 0.3 0.2 0.0
O -6.857 6.978 4.527 -0.1 -0.1 0.0
O -6.071 7.834 2.351 0.1 0.1 0.0
C -7.234 7.983 1.499 -0.4 0.0 -0.3
C -8.438 8.535 2.233 0.1 -0.1 0.2
C -4.360 6.738 3.838 0.0 0.0 0.0
H -7.454 7.025 1.024 0.1 0.0 0.1
H -6.913 8.671 0.720 0.1 0.0 0.1
H -8.805 7.837 2.982 0.0 0.0 0.0
H -9.241 8.728 1.522 0.0 0.0 -0.1
H -8.184 9.464 2.742 0.0 0.0 0.0
H -3.752 6.504 2.969 0.0 0.0 0.0
H -4.199 6.008 4.631 0.0 0.0 0.0
H -4.155 7.739 4.207 0.0 0.0 0.0
O 2.976 -4.467 -2.126 0.2 0.1 -0.2
S 3.007 -4.405 -3.561 -1.4 -1.3 -0.7
O 3.006 -3.118 -4.193 0.3 0.4 0.3
O 1.850 -5.308 -4.149 0.7 0.4 0.1
C 0.489 -5.082 -3.687 -0.9 0.2 0.2
C -0.128 -3.825 -4.263 0.3 0.1 -0.1
C 4.352 -5.352 -4.178 -0.1 -0.1 0.1
H 0.478 -5.070 -2.596 0.2 0.0 0.0
H -0.074 -5.953 -4.008 0.2 -0.1 -0.1
H 0.381 -2.928 -3.909 0.0 0.0 0.1
H -1.174 -3.771 -3.963 0.0 -0.1 0.0
H -0.067 -3.831 -5.351 -0.1 -0.1 0.0
H 4.340 -6.331 -3.707 0.0 0.0 0.0
H 5.263 -4.815 -3.921 0.2 -0.1 -0.3
H 4.254 -5.432 -5.257 0.0 0.0 0.0
```
Positions in Å, forces in eV/Å.

Its gap between HOMO and LUMO is 0.3256 hartree. As for the total energy: -6530.21154 hartree. The molecular weight comes out at 1295.8 u. As for the charge: +1.


No. 2
The following is a DFT calculation (ωB97M-V/def2-TZVPD) of the molecule C4H5NO.

```
11
Properties=species:S:1:pos:R:3:forces:R:3
C -0.323 -0.012 1.289 2.5 0.7 -0.8
C 0.166 0.895 -1.136 0.8 -0.5 -3.7
C 0.574 -0.506 -0.923 0.3 -0.3 -0.4
C 0.229 -1.043 0.210 -2.4 -1.9 2.4
H 0.602 0.145 1.981 -1.9 0.1 -0.9
H -1.169 -0.386 1.808 -0.6 -0.3 0.6
H 0.113 1.242 -2.146 1.1 -0.2 -1.1
H 0.998 -1.204 -1.658 -0.3 1.1 -0.3
H 0.113 -2.277 0.335 0.7 3.7 0.1
N -0.512 1.760 -0.555 -0.8 -0.7 3.7
O -0.793 1.386 0.795 0.7 -1.7 0.3
```
Positions in Å, forces in eV/Å.

Its gap between HOMO and LUMO is 0.3572 hartree. As for the total energy: -285.25917 hartree. Its structure (SMILES) is C1=CCON=C1. The molecular weight comes out at 83.1 u. The energy above the lowest of the compared OMol25 structures with the same formula, charge and spin comes out at 408.04 kJ/mol.


No. 3
The following is a DFT calculation (ωB97M-V/def2-TZVPD) of a structure of composition C5H11NO.

```
18
Properties=species:S:1:pos:R:3:forces:R:3
C 0.695 0.986 -1.407 0.1 -0.1 0.0
C -0.460 0.276 -0.776 -0.1 0.2 0.1
C 0.756 -1.749 -0.332 0.1 -0.2 -0.1
N -0.746 0.439 0.532 0.0 -0.1 -0.3
C 0.312 0.289 1.448 0.0 0.2 0.2
C -2.043 0.085 0.971 -0.3 -0.1 -0.2
O -2.984 -0.075 0.241 0.4 0.1 0.3
H 1.604 0.918 -0.806 -0.1 0.0 -0.1
H 0.905 0.554 -2.389 -0.1 0.1 0.1
H 0.456 2.050 -1.554 0.0 -0.1 0.0
H -1.331 0.067 -1.392 0.1 0.0 0.1
H -0.142 -2.372 -0.372 0.1 0.1 0.0
H 1.132 -1.591 -1.346 -0.1 0.0 0.1
H 1.530 -2.319 0.200 -0.1 0.1 0.0
H 1.115 1.011 1.317 -0.1 -0.1 0.0
H -0.025 0.231 2.483 0.0 0.0 -0.1
H 0.734 -0.852 0.687 0.0 0.0 -0.1
H -2.096 0.001 2.069 0.0 0.0 -0.1
```
Positions in Å, forces in eV/Å.

Its gap between HOMO and LUMO (alpha / beta) is 0.2883 / 0.2883 hartree. As for the total energy: -326.95917 hartree. The molecular weight comes out at 101.1 u. The energy above the lowest of the compared OMol25 structures with the same formula, charge and spin comes out at 452.06 kJ/mol.